[1]
The following is a quantum chemistry calculation of 9 unconnected molecules or ions with the total composition C38H79NO8 in a non-equilibrium geometry, from the OMol25 dataset.

- Structure (SMILES): CCN(CC)CC.C1CCOC1.C1CCOC1.C1CCOC1.C1CCOC1.C1CCOC1.C1CCOC1.C1CCOC1.C1CCOC1
- Gap between HOMO and LUMO: 9.42 eV
- E_HOMO: -8.99 eV
- ΔE to the lowest compared entry with this formula, charge and spin: 0.0000 eV
- Calculated total energy: -58552.336 eV
- Multiplicity: 1

```
126
Properties=species:S:1:pos:R:3:forces:R:3
C -0.725 0.994 3.735 0.3 0.4 0.0
C 0.680 1.514 4.044 -0.5 0.8 0.1
N 1.772 0.671 3.584 -0.6 -0.3 0.3
C 3.046 1.396 3.524 -0.9 0.1 -1.1
C 3.011 2.344 2.329 0.2 0.3 -0.1
C 1.851 -0.474 4.499 0.1 -0.8 -0.1
C 2.664 -1.619 3.899 0.9 0.1 0.1
H -0.916 0.024 4.190 -0.2 0.0 -0.2
H -0.884 0.987 2.655 0.1 -0.4 0.0
H -1.450 1.731 4.087 0.0 -0.2 0.4
H 0.674 2.515 3.602 0.6 -0.2 -0.3
H 0.798 1.722 5.121 -0.1 -0.2 0.1
H 3.244 1.985 4.428 0.2 -0.3 0.2
H 3.812 0.652 3.324 0.2 0.1 0.4
H 2.347 3.197 2.481 0.1 0.0 0.2
H 4.012 2.734 2.129 0.0 0.1 0.0
H 2.639 1.859 1.427 0.2 -0.3 0.1
H 0.885 -0.938 4.714 -0.3 0.6 -0.2
H 2.224 -0.113 5.468 0.3 -0.3 0.1
H 2.709 -2.554 4.462 -0.3 0.3 0.5
H 3.709 -1.308 3.812 0.0 -0.2 -0.3
H 2.282 -1.913 2.921 0.0 0.4 -0.1
C -1.144 0.818 -4.903 1.0 0.2 0.7
C -0.955 -0.527 -5.604 -0.3 -0.8 -0.9
C -0.501 -0.143 -7.032 0.0 0.8 0.0
O -0.793 1.242 -7.167 0.1 0.3 0.0
C -0.608 1.863 -5.899 -0.8 -0.6 -0.3
H -0.550 0.847 -3.984 -0.1 0.0 0.1
H -2.173 1.019 -4.612 -0.1 -0.1 -0.2
H -1.866 -1.128 -5.635 -0.2 0.3 0.0
H -0.212 -1.209 -5.190 0.1 0.4 0.4
H -1.019 -0.571 -7.890 0.1 -0.6 0.3
H 0.582 -0.300 -7.126 0.0 -0.1 -0.1
H -1.225 2.759 -5.902 0.2 0.2 0.0
H 0.442 2.124 -5.756 0.0 0.0 0.2
C 0.167 -4.415 3.426 0.5 -0.1 1.3
C -0.359 -3.374 2.499 0.1 1.5 -1.3
C -0.805 -4.175 1.276 0.2 -0.4 0.3
O -1.124 -5.456 1.811 -0.5 -0.7 -0.2
C -0.746 -5.594 3.184 0.6 0.0 -0.6
H 0.220 -4.103 4.474 -0.3 0.1 0.0
H 1.207 -4.677 3.206 -0.1 0.0 -0.4
H 0.411 -2.651 2.204 -0.1 0.0 0.1
H -1.201 -2.789 2.876 0.0 -0.3 0.3
H -0.012 -4.284 0.524 0.1 0.0 0.2
H -1.671 -3.783 0.733 -0.1 0.1 0.3
H -0.163 -6.511 3.296 -0.3 -0.2 0.0
H -1.619 -5.633 3.836 -0.1 0.2 -0.1
C 2.030 5.042 -2.044 -0.3 0.4 0.8
C 3.150 4.510 -2.925 0.4 -0.3 -0.1
C 2.386 3.544 -3.812 0.2 0.1 -0.4
O 1.170 4.220 -4.120 0.1 -0.4 0.4
C 0.816 5.024 -2.986 0.1 0.4 -0.4
H 2.214 6.024 -1.601 0.1 0.2 -0.5
H 1.824 4.461 -1.139 0.2 -0.6 -0.3
H 3.984 4.018 -2.423 -0.2 0.0 0.3
H 3.602 5.289 -3.541 -0.2 0.2 0.0
H 2.235 2.584 -3.302 -0.3 0.0 0.1
H 2.894 3.319 -4.750 0.0 0.1 0.0
H -0.091 4.639 -2.515 0.0 0.0 0.0
H 0.615 6.021 -3.383 -0.2 0.0 0.1
C -1.010 1.676 -0.597 -0.8 -1.3 -1.0
C 0.363 1.427 0.023 -0.3 1.4 1.0
C 0.460 -0.075 0.307 -0.9 1.0 0.3
O -0.425 -0.634 -0.647 0.7 -1.2 -0.9
C -1.497 0.231 -0.940 -0.5 0.4 1.2
H -1.025 2.263 -1.515 0.4 0.2 0.1
H -1.724 2.126 0.092 0.1 0.1 0.1
H 0.322 2.019 0.943 0.6 -0.2 0.1
H 1.155 1.866 -0.584 0.1 -0.4 -0.1
H 0.100 -0.322 1.314 0.0 0.2 0.0
H 1.483 -0.449 0.281 -0.1 -0.3 -0.6
H -2.333 -0.050 -0.283 0.0 0.2 0.0
H -1.880 0.085 -1.950 0.5 0.0 -0.2
C 4.564 -1.408 0.603 -0.7 0.0 0.1
C 5.446 -2.252 -0.289 0.8 0.2 -0.7
C 6.816 -1.587 -0.105 0.4 -0.8 -0.7
O 6.539 -0.218 0.055 -0.2 0.5 0.7
C 5.341 -0.090 0.830 -0.1 -1.1 0.1
H 4.390 -1.980 1.515 0.0 0.4 0.2
H 3.582 -1.203 0.173 0.0 -0.1 -0.1
H 5.233 -2.144 -1.355 -0.4 -0.1 0.1
H 5.439 -3.311 -0.037 0.0 0.0 0.0
H 7.436 -1.679 -1.001 -0.1 0.1 0.0
H 7.422 -2.068 0.675 -0.3 0.5 0.5
H 4.772 0.783 0.525 0.2 0.1 -0.2
H 5.538 -0.015 1.904 0.4 0.3 0.0
C 0.208 -4.009 -3.794 -0.7 -0.5 -0.6
C 0.213 -3.313 -2.445 -0.8 -1.3 -0.3
C 1.177 -2.189 -2.677 -0.6 0.4 0.6
O 2.060 -2.583 -3.728 0.1 -0.1 -0.1
C 1.643 -3.847 -4.253 -0.3 -0.6 0.2
H -0.498 -3.549 -4.496 0.2 0.4 0.1
H -0.160 -5.038 -3.771 0.4 -0.1 0.2
H 0.557 -4.018 -1.683 0.1 0.1 0.0
H -0.810 -3.042 -2.185 0.2 0.4 0.2
H 1.669 -1.990 -1.722 0.6 0.2 -0.4
H 0.595 -1.301 -2.936 0.4 0.2 -0.3
H 2.235 -4.678 -3.848 0.2 0.2 0.2
H 1.738 -3.924 -5.336 0.2 0.6 0.0
C -4.037 -0.873 3.126 1.7 0.0 2.1
C -4.039 -1.429 1.755 -1.4 -0.8 -2.0
C -4.554 -2.859 1.901 0.0 0.3 1.1
O -3.825 -3.205 3.082 0.1 -1.5 0.0
C -3.973 -2.171 4.037 -0.7 0.5 -1.4
H -4.800 -0.172 3.456 -0.3 -0.2 -0.4
H -3.075 -0.366 3.249 -0.2 0.3 0.2
H -3.035 -1.617 1.371 0.1 0.6 0.0
H -4.637 -0.871 1.028 0.3 0.2 0.0
H -4.319 -3.507 1.058 0.4 -0.1 0.2
H -5.625 -2.998 2.102 -0.1 0.4 -0.1
H -3.119 -2.242 4.707 -0.1 0.2 0.1
H -4.924 -2.292 4.570 0.2 0.0 0.2
C -5.104 3.361 -0.050 0.0 -1.0 0.5
C -5.730 4.728 -0.086 -0.4 1.0 0.5
C -5.767 5.065 1.404 -1.0 0.6 -0.5
O -6.164 3.874 2.039 0.6 -0.7 0.2
C -5.671 2.770 1.271 -0.3 -0.1 -0.5
H -4.023 3.355 0.100 0.1 0.4 -0.5
H -5.381 2.687 -0.859 0.2 0.2 -0.2
H -6.766 4.711 -0.435 0.0 -0.4 0.0
H -5.282 5.573 -0.614 0.5 -0.5 -0.3
H -6.574 5.783 1.585 0.3 0.1 0.2
H -4.811 5.485 1.745 0.0 -0.3 0.2
H -6.497 2.078 1.084 -0.1 0.2 0.0
H -4.901 2.177 1.774 0.0 0.3 0.4
```
Forces are in eV/Å.



[2]
The following is a quantum chemistry calculation of a single C3H7N3 molecule in a non-equilibrium geometry, from the OMol25 dataset.

- Gap between HOMO and LUMO (spin up / spin down): 7.87 / 7.86 eV
- E_HOMO (spin up / spin down): -7.01 / -7.00 eV
- ΔE to the lowest compared entry with this formula, charge and spin: 4.4793 eV
- Calculated total energy: -7690.200 eV
- Multiplicity: 1

```
13
Properties=species:S:1:pos:R:3:forces:R:3
C 0.033 -1.662 0.086 -0.9 0.6 -1.1
C 1.126 -0.940 -0.433 -1.3 1.9 -0.5
C -1.259 -1.229 -0.053 0.7 -2.2 1.1
N 0.933 0.387 -0.481 0.4 -0.1 1.2
N -0.163 0.897 0.004 -1.5 2.4 -1.1
N 0.034 2.302 0.262 0.3 -0.4 0.5
H 0.338 -2.514 0.621 -0.2 -1.0 1.1
H 2.111 -1.253 -0.466 1.7 -0.7 -0.5
H -1.988 -1.675 0.626 -0.1 -0.1 -0.4
H -1.652 -0.729 -0.917 0.2 0.8 0.3
H 1.650 1.104 -0.653 0.2 -0.6 0.1
H 0.227 2.397 1.293 -0.7 0.3 -1.4
H -0.825 2.808 -0.055 1.1 -0.7 0.9
```
Forces are in eV/Å.



[3]
The following is a quantum chemistry calculation of a single CH2FNOS molecule in a non-equilibrium geometry, from the OMol25 dataset.

- Structure (SMILES): O=C(F)NS
- Gap between HOMO and LUMO: 10.08 eV
- E_HOMO: -9.86 eV
- ΔE to the lowest compared entry with this formula, charge and spin: 0.1367 eV
- Calculated total energy: -18159.389 eV
- Multiplicity: 1

```
7
Properties=species:S:1:pos:R:3:forces:R:3
O -0.571 1.571 -1.306 0.6 0.5 1.8
C -0.468 1.419 -0.116 -1.7 0.2 -0.6
F -0.839 2.370 0.839 0.6 -0.5 -1.2
N -0.264 0.262 0.540 1.0 -1.3 0.8
S 0.506 -1.107 -0.330 0.5 0.9 1.9
H -0.239 0.275 1.604 0.0 -0.2 -2.2
H -0.218 -1.220 -1.418 -1.0 0.4 -0.4
```
Forces are in eV/Å.



[4]
The following is a quantum chemistry calculation of a molecular structure, C20H26LiO12S in a non-equilibrium geometry, from the OMol25 dataset.

- Net charge: -1
- Gap between HOMO and LUMO: 5.36 eV
- E_HOMO: -3.73 eV
- ΔE to the lowest compared entry with this formula, charge and spin: 3.4875 eV
- Calculated total energy: -56767.187 eV
- Multiplicity: 1

```
60
Properties=species:S:1:pos:R:3:forces:R:3
Li 0.778 -0.108 1.140 0.7 -0.1 -0.8
S 3.534 -0.477 -0.578 3.6 2.8 -0.3
O 2.947 -1.428 -1.447 -1.5 -3.7 -2.8
O 2.341 0.043 0.132 -3.0 2.0 2.7
O 4.523 -0.958 0.362 0.0 -1.4 1.3
O 4.176 0.594 -1.337 -0.5 0.8 -0.4
C -1.005 -2.235 2.284 1.7 -5.9 -2.7
O 0.261 -1.983 1.762 -2.1 5.2 -1.9
H -1.284 -1.770 3.084 -0.9 3.5 5.0
H -0.815 -3.297 2.584 -1.5 0.4 0.2
H -1.859 -2.209 1.648 -0.1 0.1 -1.5
H 0.815 -2.635 2.017 2.9 -3.0 0.9
C -1.747 1.148 1.242 -3.7 3.8 0.1
O -0.881 0.769 0.254 5.8 2.3 8.8
H -1.680 0.719 2.230 -0.2 -1.5 -0.1
H -2.858 1.406 0.849 2.2 -1.6 0.9
H -1.559 2.179 1.572 0.7 0.3 -0.5
H -1.254 0.518 -0.446 -4.7 -3.3 -8.8
C 0.029 -2.372 -3.750 -1.8 -1.4 3.1
C -0.746 -2.928 -4.723 -1.9 -3.3 8.0
C -1.870 -3.760 -4.422 0.4 2.1 0.8
C -2.366 -3.874 -3.079 0.7 0.1 -0.1
C -1.615 -3.200 -2.070 1.6 -0.1 -3.1
C -0.350 -2.538 -2.402 -1.7 0.3 1.6
O 0.290 -1.888 -1.365 -2.2 -0.9 0.0
O -2.561 -4.173 -5.525 0.0 -5.4 3.9
H 0.827 -1.735 -3.700 2.2 1.6 -1.5
H -0.724 -2.629 -5.601 0.9 2.3 -8.4
H -3.306 -4.429 -2.693 1.6 1.0 -1.4
H -2.147 -3.135 -1.170 0.2 0.2 1.7
H 1.103 -1.347 -1.437 1.1 -0.6 -0.9
H -2.766 -3.619 -6.177 -0.8 4.0 -3.5
C -0.355 1.665 4.602 -1.2 1.7 0.0
C -0.882 1.134 5.794 0.7 -2.0 -0.5
C -0.709 -0.214 6.210 4.8 -0.1 -4.3
C 0.310 -0.922 5.410 -1.4 1.4 -1.2
C 0.887 -0.313 4.231 -6.0 2.0 6.8
C 0.548 0.925 3.820 -1.2 2.0 1.3
O 1.051 1.468 2.681 -4.4 -1.1 -1.3
O -1.156 -0.797 7.306 -1.4 0.6 1.4
H -0.755 2.749 4.276 1.4 -2.6 0.8
H -1.353 1.733 6.488 -1.5 1.5 1.0
H 0.524 -1.998 5.521 0.0 0.6 0.5
H 1.497 -0.787 3.720 5.8 -4.7 -4.6
H 1.914 1.708 2.710 4.3 1.0 0.2
H -1.095 -1.739 7.195 0.1 -0.6 0.1
C 1.087 4.727 -3.325 -2.2 0.8 -6.3
C 1.520 4.511 -2.143 1.7 -3.4 7.4
C 1.410 3.121 -1.555 0.3 -0.3 0.9
C 0.718 2.105 -2.185 -1.3 4.2 -3.4
C 0.024 2.499 -3.443 2.6 0.0 -0.5
C 0.358 3.747 -4.062 -0.6 -2.8 3.6
O -0.122 4.131 -5.242 -3.7 -1.2 -2.9
O 2.014 2.826 -0.335 -0.5 1.6 -0.7
H 1.217 5.604 -3.983 0.0 0.2 1.1
H 1.864 5.247 -1.380 0.2 -0.4 -1.2
H 0.587 1.143 -1.834 0.1 -1.7 0.9
H -0.337 1.662 -4.110 -0.1 1.1 0.8
H -0.992 3.569 -5.506 3.3 1.8 1.1
H 2.014 1.869 -0.090 0.3 -0.1 -0.9
```
Forces are in eV/Å.